Density functional theory data (wB97M-V/def2-TZVPD) for a single C3H5NO2 molecule in a non-equilibrium geometry.

Last column: natural (NBO) charge in e.
CARTESIAN COORDINATES (ANGSTROEM)
O1 2.49818 -0.12909 -0.16762  -0.4972
C1 1.57184 -0.13012 0.59181  0.4369
C2 0.26515 0.65071 0.44953  -0.3436
N1 -0.49481 0.26904 -0.73092  -0.6070
C3 -1.51859 -0.61915 -0.65805  0.5067
O2 -2.06401 -0.90564 0.40065  -0.6187
H1 1.67916 -0.62487 1.57509  0.1079
H2 -0.33708 0.46520 1.33238  0.2456
H3 0.42648 1.72873 0.38462  0.2277
H4 -0.05422 0.37635 -1.62900  0.4012
H5 -1.97211 -1.08118 -1.54850  0.1404

Forces on the atoms, in the same order (eV/Å):
-0.3 0.0 -0.6
0.3 0.6 1.0
-0.3 0.0 -0.5
0.1 -0.5 -0.7
-1.3 -0.3 1.7
0.5 0.0 -0.4
-0.1 -0.3 0.0
-0.2 -0.1 -0.1
0.5 -0.1 0.1
0.2 0.1 0.0
0.8 0.5 -0.5

Values from the calculation:
E: -8776.541 eV
relative energy (zero: lowest compared OMol25 entry of this formula, charge and spin): 26.6 kcal per mole
maximum force: 2.19 eV/Å
SMILES: O=CCNC=O